Formula: C2H5NO2
Source: the OMol25 dataset
Level of theory: ωB97M-V/def2-TZVPD

CARTESIAN COORDINATES (ANGSTROEM)
C -0.580 -0.219 -0.008
H 0.471 -0.445 1.841
H 1.131 1.131 -2.244
O 1.706 0.677 0.067
N -0.436 -0.827 1.410
H -1.260 -0.794 2.037
O 0.493 0.465 -2.014
C 0.743 0.385 -0.610
H -1.223 0.624 0.244
H -1.045 -0.996 -0.724

Energy relative to the best compared isomer or geometry (same formula, charge and spin) = 125.6 kJ/mol
Total energy = -284.4195 hartree
Frontier orbital gap = 0.364 hartree
SMILES = NCC(=O)O